Entry 1:
Density functional theory data (ωB97M-V/def2-TZVPD) for a structure of composition C36H53N4OP2Zn in a non-equilibrium geometry.

```
97
Properties=species:S:1:pos:R:3:forces:R:3
Zn 0.53924 -0.35167 0.11395 -1.2 0.3 0.5
P -2.88945 0.15438 0.30716 0.0 1.8 -2.2
P 2.35257 0.38599 -1.11552 0.3 0.6 -0.3
O -0.85029 1.68765 1.45124 -1.4 -0.4 -0.4
N 2.02904 -2.63485 5.78266 0.1 -0.1 0.2
N -0.55315 0.91602 -1.86807 -0.4 0.0 0.6
N -0.07766 -2.02316 -0.91040 -1.3 -3.0 -5.3
N 1.20297 -1.15091 2.00083 -0.1 -0.4 0.0
C -4.30211 -1.27172 2.28403 -0.3 0.0 0.0
C -1.16125 0.67379 0.82964 2.4 -0.5 0.7
C 2.96724 -0.85611 -2.40070 0.4 0.2 0.6
C 4.39307 0.01568 0.73419 0.2 0.1 0.1
C -1.36092 2.22174 -4.21156 -0.6 -0.5 0.1
C -2.20522 1.30792 -3.61351 0.1 0.7 0.7
C 1.44054 -0.77992 4.35781 -0.1 -0.1 -0.4
C -4.11885 2.02498 1.91376 -0.6 0.4 0.6
C 1.76371 1.78917 -2.13123 -0.1 0.1 0.0
C -3.55146 2.75352 -0.37335 -0.2 0.2 -0.7
C 4.27895 -0.39306 -3.04375 0.2 -0.6 -0.4
C -1.34079 -3.31705 -2.75370 -0.2 -1.4 -1.2
C -2.36678 -2.82700 -3.61035 0.5 0.2 -0.1
C 1.15546 -0.33106 3.08218 0.2 -1.0 -0.1
C -1.85711 0.90316 -2.27668 -0.8 -1.4 -0.6
C -2.86520 -3.66204 -4.62840 -0.1 0.7 0.6
C 1.78952 -2.98790 3.42297 -0.1 0.2 -0.3
C -4.17058 -2.34988 -0.00965 -0.1 0.1 0.0
C -5.36576 1.07177 -0.09135 -0.7 0.2 -0.2
C 1.49706 -2.46910 2.17638 0.0 1.0 0.7
C 4.69140 1.99762 -0.80874 0.2 0.0 0.2
C -1.50606 -5.46381 -3.89034 -0.2 -0.2 0.1
C -2.25509 -2.41285 1.55792 0.3 0.1 -0.3
C 3.68195 1.15437 -0.01675 0.0 -0.3 -0.4
C 1.92979 -1.02205 -3.51247 -0.5 0.3 -0.3
C -2.42075 -4.96567 -4.80677 0.1 0.5 0.2
C 0.29915 1.67072 -2.53794 -0.2 1.0 -1.1
C -2.98490 0.49321 -1.48186 2.2 -4.2 -0.4
C -0.11191 2.41870 -3.63449 1.1 0.3 0.1
C -3.41499 -1.52027 1.04773 -0.1 -0.3 0.3
C -0.46639 -2.58269 -1.90616 -0.3 3.0 6.2
C -1.03880 -4.69720 -2.82942 0.7 -0.4 -0.5
C 2.95583 2.06163 0.99645 0.0 -0.1 0.0
C 1.76193 -2.13920 4.55100 0.0 0.0 0.0
C -4.04792 1.57713 0.48053 -0.6 -0.3 0.9
C 3.16621 -2.20070 -1.68526 0.0 -0.4 -0.4
H 4.19318 0.59818 -3.49833 0.1 -0.1 0.1
H 4.20155 2.79805 -1.37934 0.1 -0.2 0.1
H -4.54591 1.27299 2.57552 0.0 0.1 0.0
H -3.22742 1.08845 -3.95114 0.5 0.3 0.0
H 2.38712 1.88856 -3.03332 -0.2 -0.1 0.2
H -5.02224 -1.80915 -0.43928 0.2 -0.1 0.1
H 1.73682 -0.07133 -4.05452 0.1 -0.6 0.3
H 5.37505 2.47049 -0.08641 -0.2 -0.1 -0.2
H 3.70320 2.48913 1.68309 -0.2 -0.1 -0.2
H 2.02707 -4.04106 3.53034 0.0 0.1 0.0
H -1.09740 -6.45423 -4.02331 -0.2 -0.2 0.2
H 4.51381 -1.10222 -3.86489 0.0 0.4 0.4
H 0.84785 0.69925 2.90983 0.1 -0.2 0.0
H -4.17638 3.63610 -0.22471 0.0 0.0 0.6
H -4.75444 2.90939 1.94629 -0.1 0.1 0.3
H -2.80182 -5.55071 -5.63879 0.2 0.0 0.2
H 2.31450 -1.74839 -4.24558 0.0 0.2 0.2
H -3.49859 -2.65658 -0.82430 -0.2 0.1 0.2
H 5.30258 1.39594 -1.49090 -0.2 0.2 0.2
H 1.91774 2.73241 -1.58725 -0.1 -0.3 0.1
H -0.35245 -5.23322 -2.14517 -0.3 0.9 -0.3
H -5.23033 -0.73855 2.05176 0.3 -0.1 0.1
H 3.56708 -2.92687 -2.41722 -0.1 0.2 0.3
H 2.23253 1.49796 1.60143 0.2 0.2 -0.2
H 0.60784 3.12102 -4.02741 -0.1 0.1 -0.3
H -3.75721 -0.72425 3.06173 -0.1 -0.1 -0.2
H -2.76922 -1.80346 -3.50764 0.6 -0.6 -0.1
H -3.63985 2.54469 -1.44643 0.0 0.1 0.5
H 5.12871 -0.41591 -2.35127 -0.2 0.0 -0.1
H 4.99869 -0.61238 0.06420 -0.2 0.2 0.2
H 1.40040 -0.08529 5.18942 0.0 -0.1 0.0
H -4.58791 -2.24168 2.71382 0.1 0.1 -0.2
H -5.83793 0.26197 0.47205 0.1 0.2 0.1
H -1.63563 -2.78317 0.72751 -0.2 0.1 0.3
H 2.24479 -3.61223 5.90991 -0.1 0.3 0.0
H -3.13212 2.29295 2.28503 0.1 0.1 0.0
H 0.96719 -1.41071 -3.14068 0.5 0.4 -0.2
H -3.60489 -3.23811 -5.30026 0.0 -0.1 0.1
H -1.68968 2.80611 -5.06751 0.2 -0.3 -0.1
H 5.07571 0.45625 1.47581 -0.1 -0.1 -0.1
H -1.60739 -1.90551 2.28127 -0.1 0.0 -0.1
H -3.59236 -0.29939 -1.99148 0.2 1.0 0.2
H -6.07678 1.89832 -0.15921 -0.1 0.0 0.1
H 2.00360 -2.05583 6.60782 0.0 -0.1 -0.2
H 2.21471 -2.60209 -1.30943 0.4 0.2 -0.1
H -2.70170 -3.28899 2.06720 0.1 0.4 -0.3
H 3.86883 -2.14243 -0.85333 0.0 0.0 -0.1
H -2.51105 3.00027 -0.17003 0.0 0.1 0.1
H -4.55386 -3.26338 0.47344 0.1 0.3 -0.1
H 2.43087 2.89017 0.50410 0.1 -0.2 0.2
H 1.47751 -3.10963 1.29389 0.1 0.3 0.2
H -5.20962 0.70936 -1.11114 -0.1 0.2 0.2
H 3.67769 -0.62001 1.27435 0.2 0.1 -0.1
```
Forces are in eV/Å.

The multiplicity is 1. As for the charge: +1. The calculation puts the orbital gap at 5.42 eV. The value obtained for the total energy is -4159.60624 Eh. The value obtained for the HOMO energy is -8.40 eV.

Entry 2:
Density functional theory data (ωB97M-V/def2-TZVPD) for a structure of composition C36H54AsF6O27 in a non-equilibrium geometry.

```
124
Properties=species:S:1:pos:R:3:forces:R:3
As -0.59100 -0.26077 0.31791 -1.6 -1.1 -0.3
F 0.55575 -0.82970 -0.92166 -0.9 0.5 0.6
F -2.00897 -0.11987 -0.87806 2.1 0.2 1.2
F 0.68128 -0.49810 1.53880 -0.9 0.1 -0.8
F -1.69905 0.29663 1.60092 0.8 -0.4 -0.9
F -1.17063 -1.94621 0.51085 0.7 1.1 0.2
F -0.08925 1.37976 0.03771 -0.2 -0.4 -0.1
O -0.01190 -4.83032 -7.57862 1.7 -0.5 0.1
O -2.08191 -5.48064 -8.09256 2.4 0.4 3.0
O 7.27629 5.39148 2.67506 0.8 -1.3 0.1
O 5.56688 -5.71805 1.67640 0.9 -3.6 0.8
O 7.92701 7.53035 2.19743 -2.5 -3.0 0.1
O -2.38943 4.99275 7.42032 0.2 0.5 -0.4
O -1.59631 -4.76829 6.71356 1.1 -0.7 -0.8
O -1.21538 7.55762 -5.35396 0.4 2.2 1.5
O 6.25726 6.10286 -5.31568 2.1 -4.6 0.6
O 5.05948 -6.81523 -0.22871 1.6 -0.6 0.8
O -7.16913 8.54658 3.05453 -0.8 -4.7 -1.5
O -7.85010 -7.58070 -1.03054 1.9 2.0 0.6
O -7.87909 6.35193 3.28216 -0.3 -0.5 -0.2
O -9.71682 -8.77809 -1.01688 3.2 -0.1 -0.9
O -7.88166 -9.36093 -2.21741 0.3 -2.4 -1.3
O 7.94236 4.49009 -5.57122 0.8 1.1 -1.7
O 0.55936 -4.26922 7.45570 -2.3 -1.2 -2.3
O -6.83857 6.95222 1.44388 0.7 2.4 0.5
O 5.84575 6.73885 1.78686 -1.3 -0.1 -1.5
O -1.39119 -5.13432 -5.90348 -1.4 -0.3 -0.8
O 6.40753 -7.87167 1.30939 -1.4 2.3 -0.6
O 0.20745 -5.58348 5.64628 0.7 0.5 0.3
O -2.40912 6.11996 -6.43292 -0.3 -0.4 -0.1
O 6.35250 4.04997 -4.22980 -2.9 3.7 -0.1
O -4.33687 4.13297 7.83258 -2.7 -0.6 0.1
O -3.28716 8.16026 -5.88409 1.3 -2.2 0.3
O -3.99834 6.33396 8.32013 1.0 -3.7 -2.0
C 0.76436 -4.55661 -6.39658 1.0 1.4 -0.2
C 5.75950 -6.90818 0.96266 0.2 -0.4 0.4
C -0.74117 -7.51148 4.65514 -0.3 -0.2 -0.8
C -3.62484 5.24738 7.83084 -0.5 3.8 2.7
C 4.79134 -4.81966 0.96988 0.3 1.5 -0.6
C 5.12762 5.47742 1.86682 -0.4 0.7 0.3
C -0.86641 -6.02963 4.87180 -1.5 -0.7 -0.2
C -1.08987 5.57279 -6.34728 -0.1 -1.1 -0.3
C -0.30758 6.51104 -5.43460 0.2 -1.2 0.4
C -0.19539 -4.80219 6.64462 0.4 1.0 2.8
C -5.80688 4.89652 0.81786 0.1 0.6 -0.1
C -5.42994 -7.44795 -0.75641 -1.4 0.3 0.1
C -6.60085 -7.57558 -1.74022 1.4 1.3 -0.1
C -0.18774 -4.84462 -5.24284 0.5 -0.4 0.2
C 5.80727 3.77927 3.64768 0.8 1.3 -0.3
C 6.17953 4.48913 2.32657 0.4 0.0 1.4
C -3.69472 3.03216 7.25722 2.4 0.1 -0.5
C -2.35486 3.69536 6.84642 -0.5 -0.4 -0.7
C -2.13268 -5.61772 5.63058 0.6 1.6 0.3
C -7.30792 7.36976 2.62918 1.0 4.2 1.3
C -8.53777 -8.61228 -1.37504 -5.3 -0.6 0.9
C 1.19726 -3.08622 -6.59040 0.3 -0.9 -0.7
C -7.09369 5.61783 1.19480 0.2 -0.8 -1.3
C 4.33805 -5.62611 -0.22761 -1.7 1.1 -0.2
C 5.71902 -3.62589 0.82074 -0.3 0.8 -0.7
C 7.08912 6.60639 2.20052 2.5 3.2 0.2
C -1.20458 -5.21891 -7.24928 -4.2 -0.2 -2.1
C -6.57780 -8.85822 -2.52787 -0.6 -0.5 0.5
C 7.25191 3.06304 -3.97300 -1.0 -2.0 0.0
C -1.16526 2.96912 7.28406 2.1 -1.1 -0.2
C 8.23633 3.18360 -5.08866 0.7 0.1 0.3
C -0.02183 5.95097 -4.00944 0.4 1.2 -1.0
C 6.78355 4.98792 -5.09058 -0.9 2.6 0.2
C -2.40594 7.31227 -5.84822 -2.0 2.6 -1.1
C 6.35466 1.84795 -4.06818 0.6 -2.2 1.1
C -7.72417 5.14684 2.49293 0.0 -0.4 0.3
H -6.01843 3.84677 0.61450 0.3 -0.1 0.3
H 0.38070 6.75359 -3.39149 -0.2 0.2 0.0
H 7.68141 3.27123 -2.99306 0.1 -0.5 0.1
H 6.68229 3.25634 4.03368 -0.3 -0.6 -0.3
H -5.35716 5.32446 -0.07809 -0.4 0.0 -0.2
H 6.03896 -3.30067 1.81068 -0.1 0.0 0.0
H -0.24974 3.33660 6.82052 0.0 0.5 0.1
H 5.23107 -2.78654 0.32524 -0.2 0.1 0.1
H 0.79186 5.22570 -4.01053 -0.5 -0.5 -0.1
H 8.12071 2.39141 -5.82836 -0.2 0.4 -0.4
H -4.10861 2.56718 6.36246 -0.9 0.5 0.2
H 5.48560 1.88819 -3.41152 0.2 0.4 0.1
H -1.16410 1.95083 6.89524 -0.4 -0.2 0.1
H -1.64135 -7.93170 4.20660 -0.2 0.3 -0.3
H -4.48870 -7.26711 -1.27550 0.0 -0.3 0.2
H -0.88867 -5.47873 3.93152 0.4 -0.2 -0.1
H -8.66125 4.60160 2.38028 -0.2 0.4 0.1
H 6.59440 3.81166 1.58024 -0.4 0.1 -0.2
H -0.97154 5.64278 -3.57222 0.2 -0.5 0.0
H 4.86968 3.22342 3.64027 0.3 -0.1 -0.1
H -2.78621 -6.41091 5.99370 0.4 0.0 0.4
H 1.54118 -2.98705 -7.61996 0.0 -0.2 -0.2
H -7.70658 5.66356 0.29459 -0.7 -0.7 0.2
H -3.48194 2.21696 7.94880 -0.4 0.3 0.5
H 4.34676 5.69321 2.59606 0.1 -0.5 0.3
H -0.97666 2.91853 8.35643 -0.4 0.1 0.1
H -5.65094 -6.62117 -0.08135 0.2 0.2 -0.2
H 4.59333 5.17439 0.96638 0.5 0.5 -0.4
H 4.36614 -5.01897 -1.13242 0.5 -0.5 -0.3
H 3.87973 -4.49856 1.47382 0.2 -0.1 0.6
H -5.04817 5.10517 1.57214 -0.1 -0.6 0.3
H 0.04775 -7.63485 3.91318 0.3 -0.6 0.4
H 5.97559 1.53510 -5.04108 0.2 0.9 -0.4
H 2.09226 -2.80973 -6.03306 -0.5 0.2 0.6
H -6.60362 -6.76435 -2.46823 -0.2 0.4 0.4
H -1.23115 4.56880 -5.94708 0.4 0.0 -0.1
H -6.50350 -8.78168 -3.61264 0.1 0.2 0.2
H -2.70870 -4.97559 4.96428 -0.2 0.0 0.3
H 0.05697 -5.74869 -4.68528 0.4 0.1 0.1
H 0.32379 -2.43560 -6.54734 0.2 0.2 0.6
H 1.61975 -5.23008 -6.34332 0.0 0.1 -0.3
H -0.66383 5.54248 -7.35012 -0.1 -0.1 0.0
H -7.03090 4.47391 2.99756 0.0 0.1 0.3
H -5.79664 -9.51386 -2.14311 -0.2 -0.3 -0.1
H 0.54902 6.91270 -5.97590 0.3 -0.2 0.4
H 3.29124 -5.88386 -0.06683 -0.1 -0.1 -0.2
H -5.46681 -8.32610 -0.11174 0.5 -0.2 -0.2
H 9.25737 3.14738 -4.70880 0.1 0.2 -0.3
H 6.90478 0.95843 -3.76123 0.2 -0.2 0.3
H -0.26699 -4.02191 -4.53224 -0.3 0.1 -0.2
H 6.62196 -3.82539 0.24368 0.0 -0.4 0.0
H -2.34820 3.81061 5.76256 0.1 0.1 -0.1
H 5.75943 4.63695 4.31866 -0.6 -0.1 0.3
H -0.63770 -8.09454 5.57024 0.6 0.3 0.1
```
Forces are in eV/Å.

For the energy relative to the best compared isomer or geometry (same formula, charge and spin), the calculation gives 30.8 kcal per mole. The multiplicity is 1. As for the charge: -1. The calculation puts the orbital gap at 10.47 eV. The value obtained for the total energy is -6270.84725 Eh. The value obtained for the HOMO energy is -9.36 eV.